Molecular formula: C26H52N2O4Rb
Method: DFT, ωB97M-V with the def2-TZVPD basis set

The value obtained for the total energy is -39625.1923 eV. Its total charge is -1. For the HOMO-LUMO gap, the calculation gives 3.78 eV. The value obtained for the max |F| is 2.77 eV/Å. The HOMO energy is -2.0 eV.

Each line ends with the Mulliken charge.
Positions of all 85 atoms, in Å:
Rb: 0.256 0.226 -0.072  0.89
C: -3.693 -3.057 -1.655  -1.36
C: -3.953 -2.815 -0.150  1.70
C: -4.413 -4.110 0.560  -1.39
C: -3.253 -5.074 0.935  -0.89
C: -2.183 -4.307 1.695  -1.23
C: -1.728 -2.963 1.096  1.24
N: -2.869 -2.194 0.587  0.60
O: -2.628 -0.837 0.198  -0.87
C: -0.753 -3.262 -0.130  -1.21
C: -0.892 -2.339 2.217  -0.84
C: -5.156 -1.882 0.067  -1.92
H: -3.090 -2.292 -2.141  -0.36
H: -4.674 -2.948 -2.136  0.58
H: -3.304 -4.038 -1.934  0.37
H: -5.016 -4.667 -0.165  0.49
H: -4.919 -3.970 1.515  0.43
H: -2.939 -5.498 -0.026  0.34
H: -3.545 -5.927 1.554  0.39
H: -1.339 -5.000 1.583  0.36
H: -2.454 -4.084 2.726  0.43
H: -0.462 -2.329 -0.589  -0.22
H: -1.267 -3.850 -0.900  0.45
H: 0.057 -3.977 0.070  0.36
H: -0.205 -3.124 2.538  0.35
H: -1.623 -2.042 2.972  0.47
H: -0.281 -1.470 1.993  -0.54
H: -6.167 -2.264 -0.132  0.41
H: -5.088 -0.990 -0.565  0.33
H: -5.237 -1.481 1.077  0.44
C: 0.396 5.439 0.924  -1.86
C: 0.587 3.939 0.575  0.89
C: 2.074 3.716 0.225  0.53
C: 2.960 3.528 1.474  -1.26
C: 2.426 2.415 2.328  -0.22
C: 0.931 2.664 2.738  0.96
N: 0.088 3.028 1.594  0.96
O: -1.337 2.807 1.640  -0.87
C: 0.952 3.705 3.872  -1.66
C: 0.597 1.321 3.387  -1.66
C: -0.148 3.799 -0.810  -1.33
H: 0.742 6.162 0.169  0.43
H: 0.929 5.680 1.843  0.35
H: -0.663 5.705 0.923  0.33
H: 2.373 4.637 -0.274  0.54
H: 2.133 2.801 -0.372  -0.96
H: 2.929 4.483 2.011  0.51
H: 3.989 3.327 1.158  0.47
H: 2.985 2.336 3.260  0.63
H: 2.547 1.572 1.632  -0.53
H: -0.025 3.968 4.302  0.46
H: 1.030 4.742 3.508  0.23
H: 1.703 3.469 4.625  0.31
H: 1.380 0.842 3.979  0.37
H: 0.231 0.627 2.643  0.15
H: -0.198 1.454 4.127  0.47
H: -0.015 2.771 -1.150  -0.04
H: 0.175 4.474 -1.604  0.35
H: -1.230 3.902 -0.727  0.37
C: 4.724 0.528 -0.519  0.20
C: 4.891 -0.790 0.266  -0.73
C: 3.672 -1.653 -0.132  -0.55
O: 2.799 -0.795 -0.866  0.00
C: 3.564 0.216 -1.489  -0.45
H: 5.585 0.896 -1.074  0.52
H: 4.393 1.305 0.169  -0.47
H: 4.840 -0.686 1.351  0.33
H: 5.863 -1.265 0.117  0.26
H: 3.135 -1.853 0.795  0.21
H: 3.920 -2.560 -0.684  0.31
H: 3.079 1.190 -1.568  0.18
H: 3.888 -0.181 -2.455  0.30
C: -0.828 -0.548 -4.914  -0.70
C: 0.099 0.694 -4.934  -0.74
C: 1.017 0.417 -3.735  0.08
O: 0.391 -0.587 -2.922  -0.12
C: -0.908 -0.919 -3.458  -0.23
H: -0.306 -1.321 -5.485  0.31
H: -1.793 -0.296 -5.350  0.35
H: -0.569 1.516 -4.665  0.27
H: 0.609 0.860 -5.876  0.39
H: 1.183 1.263 -3.068  -0.03
H: 1.946 -0.030 -4.099  0.16
H: -1.598 -0.242 -2.937  0.25
H: -1.318 -1.905 -3.251  0.16

Molecular formula: C9H18
Method: DFT, ωB97M-V with the def2-TZVPD basis set

The value obtained for the energy above the lowest of the compared OMol25 structures with the same formula, charge and spin is 1.627 eV. The value obtained for the total energy is -9622.9308 eV. As for the SMILES: C=CC(=C)C.CC(C)C. For the HOMO-LUMO gap, the calculation gives 9.31 eV. The value obtained for the max |F| is 3.32 eV/Å. The HOMO energy is -8.5 eV.

Each line ends with the Mulliken charge.
Positions of all 27 atoms, in Å:
C: -1.217 -0.787 -2.633  -0.72
C: -1.222 0.129 -1.658  -0.52
C: -0.037 0.976 -1.283  1.43
C: -0.272 2.239 -0.861  -1.06
C: 1.288 0.629 -1.912  -1.66
H: -2.129 -1.262 -2.955  0.28
H: -0.309 -1.233 -3.006  0.25
H: -2.172 0.568 -1.373  0.27
H: 0.522 2.961 -0.769  0.29
H: -1.234 2.539 -0.479  0.29
H: 2.075 1.257 -1.501  0.39
H: 1.260 0.787 -2.989  0.42
H: 1.526 -0.418 -1.731  0.34
C: -0.095 0.561 2.516  -1.62
C: 0.162 -0.430 1.397  2.15
C: -0.987 -1.355 1.133  -1.44
C: 1.492 -1.154 1.547  -1.60
H: 0.042 0.092 3.490  0.41
H: 0.581 1.413 2.407  0.35
H: -1.107 0.963 2.491  0.37
H: 0.240 0.221 0.382  -0.78
H: -1.956 -0.905 1.313  0.34
H: -0.940 -2.271 1.729  0.37
H: -0.997 -1.512 -0.019  0.29
H: 2.317 -0.443 1.572  0.35
H: 1.656 -1.838 0.716  0.38
H: 1.513 -1.729 2.474  0.42

Molecular formula: C15H36ClN2O7S
Method: DFT, ωB97M-V with the def2-TZVPD basis set

The value obtained for the total energy is -56808.6817 eV. Its total charge is -1. For the HOMO-LUMO gap, the calculation gives 7.84 eV. The value obtained for the max |F| is 0.64 eV/Å. The HOMO energy is -5.5 eV.

Each line ends with the Mulliken charge.
Positions of all 62 atoms, in Å:
C: 2.411 -2.072 1.436  -1.22
C: 1.708 -1.097 0.473  -0.06
C: 0.184 -0.952 0.604  -0.28
Cl: -0.232 0.541 1.508  -0.30
S: -0.699 -2.370 1.319  1.12
O: -2.087 -2.113 0.944  -0.61
O: -0.444 -2.314 2.748  -0.69
O: -0.091 -3.514 0.630  -0.70
H: 2.548 -3.038 0.964  0.32
H: 3.407 -1.679 1.656  0.38
H: 1.889 -2.175 2.380  0.32
H: 1.960 -1.369 -0.550  0.26
H: 2.139 -0.112 0.636  -0.05
H: -0.247 -0.828 -0.382  0.43
C: 7.074 5.515 1.683  -0.73
O: 6.615 4.808 2.815  -0.35
C: 5.666 5.518 3.603  -0.79
C: 4.308 4.854 3.549  -0.20
N: 3.706 4.994 2.231  -0.33
C: 2.483 4.213 2.040  -0.94
C: 2.585 2.694 2.076  0.31
O: 3.325 2.149 0.997  -0.38
C: 4.717 2.037 1.198  -0.73
H: 7.859 4.918 1.222  0.24
H: 6.278 5.672 0.947  0.31
H: 7.492 6.487 1.965  0.35
H: 5.598 6.561 3.282  0.41
H: 6.026 5.504 4.636  0.38
H: 3.654 5.326 4.289  0.36
H: 4.440 3.802 3.841  0.20
H: 4.382 4.708 1.534  0.12
H: 2.073 4.491 1.066  0.40
H: 1.752 4.529 2.791  0.40
H: 1.573 2.292 1.982  -0.16
H: 2.975 2.323 3.032  0.29
H: 4.962 1.856 2.248  0.34
H: 5.255 2.926 0.851  0.24
H: 5.066 1.186 0.610  0.30
C: -4.642 -3.065 -0.035  -0.84
O: -5.830 -3.200 -0.825  -0.38
C: -6.263 -1.997 -1.429  -0.73
C: -6.139 -2.088 -2.936  -0.23
N: -4.742 -2.092 -3.348  -0.26
C: -4.533 -2.407 -4.755  -0.69
C: -4.907 -3.806 -5.234  -0.48
O: -4.098 -4.834 -4.700  -0.42
C: -4.506 -5.348 -3.442  -0.51
H: -4.470 -4.020 0.454  0.29
H: -3.769 -2.825 -0.641  0.41
H: -4.757 -2.295 0.728  0.37
H: -5.707 -1.137 -1.046  0.37
H: -7.320 -1.858 -1.175  0.39
H: -6.637 -1.228 -3.397  0.37
H: -6.675 -2.996 -3.249  0.17
H: -4.233 -2.760 -2.782  0.02
H: -3.470 -2.261 -4.967  0.37
H: -5.081 -1.675 -5.359  0.39
H: -4.749 -3.836 -6.317  0.34
H: -5.968 -4.029 -5.066  0.35
H: -5.591 -5.303 -3.322  0.27
H: -4.032 -4.820 -2.612  0.18
H: -4.190 -6.390 -3.397  0.27

Molecular formula: C36H66ClN12
Method: DFT, ωB97M-V with the def2-TZVPD basis set

The value obtained for the energy above the lowest of the compared OMol25 structures with the same formula, charge and spin is 4.524 eV. The value obtained for the total energy is -68759.8373 eV. Its total charge is +5. For the HOMO-LUMO gap, the calculation gives 5.60 eV. The value obtained for the max |F| is 7.10 eV/Å. The HOMO energy is -14.0 eV.

Each line ends with the Mulliken charge.
Positions of all 115 atoms, in Å:
C: -4.914 -7.746 4.838  -1.26
C: -5.236 -6.254 4.717  -0.16
N: -4.100 -5.318 4.982  0.15
C: -3.916 -4.022 4.420  -0.53
C: -2.698 -3.471 4.683  -0.30
N: -2.101 -4.503 5.396  0.07
C: -2.931 -5.542 5.594  -0.08
C: -0.705 -4.461 5.722  -0.88
H: -3.909 -7.839 4.427  0.38
H: -5.684 -8.299 4.299  0.34
H: -4.830 -8.062 5.878  0.35
H: -6.052 -6.149 5.432  0.25
H: -5.656 -5.974 3.751  0.37
H: -4.663 -3.654 3.732  0.37
H: -2.181 -2.548 4.462  0.48
H: -2.721 -6.492 6.063  0.42
H: -0.307 -5.426 6.035  0.32
H: -0.582 -3.726 6.517  0.34
H: -0.178 -4.034 4.868  0.36
C: -3.311 -3.349 -2.616  -1.04
C: -3.697 -4.530 -3.560  -0.59
N: -4.117 -4.077 -4.875  0.21
C: -5.456 -3.944 -5.272  -0.37
C: -5.461 -3.486 -6.569  -0.35
N: -4.185 -3.221 -6.975  0.14
C: -3.310 -3.614 -5.909  -0.20
C: -3.819 -2.851 -8.392  -0.77
H: -4.118 -2.636 -2.448  0.31
H: -2.548 -2.713 -3.065  0.33
H: -2.984 -3.616 -1.611  0.38
H: -4.478 -5.147 -3.115  0.34
H: -2.886 -5.235 -3.745  0.36
H: -6.211 -4.196 -4.542  0.44
H: -6.242 -3.308 -7.293  0.45
H: -2.231 -3.607 -5.869  0.40
H: -3.486 -1.813 -8.418  0.30
H: -4.676 -3.039 -9.039  0.33
H: -2.964 -3.462 -8.682  0.33
C: 7.862 -5.666 -6.540  -1.19
C: 8.545 -4.636 -5.625  -0.27
N: 7.632 -4.063 -4.619  0.20
C: 6.363 -3.576 -4.779  -0.26
C: 5.908 -2.857 -3.634  -0.45
N: 6.951 -2.958 -2.719  0.12
C: 7.945 -3.725 -3.320  -0.18
C: 6.990 -2.606 -1.330  -0.80
H: 7.443 -6.533 -6.030  0.34
H: 8.621 -5.957 -7.267  0.38
H: 7.059 -5.208 -7.116  0.36
H: 8.852 -3.834 -6.297  0.29
H: 9.467 -4.974 -5.152  0.36
H: 5.851 -3.748 -5.714  0.33
H: 5.028 -2.323 -3.305  0.44
H: 8.928 -3.882 -2.901  0.33
H: 6.365 -1.715 -1.274  0.33
H: 8.037 -2.414 -1.094  0.32
H: 6.404 -3.367 -0.814  0.34
C: 1.102 5.652 0.779  -0.98
C: 2.463 6.223 0.343  -0.69
N: 2.896 5.714 -0.904  0.19
C: 3.571 4.492 -1.127  -0.23
C: 3.687 4.254 -2.510  -0.49
N: 3.006 5.251 -3.182  0.14
C: 2.510 6.132 -2.211  -0.13
C: 2.642 5.157 -4.622  -0.80
H: 1.055 4.576 0.945  0.36
H: 0.438 5.856 -0.060  0.32
H: 0.711 6.048 1.717  0.35
H: 3.309 6.133 1.024  0.40
H: 2.417 7.297 0.162  0.37
H: 3.805 3.840 -0.299  0.44
H: 3.972 3.349 -3.026  0.42
H: 1.752 6.864 -2.448  0.37
H: 3.509 5.280 -5.270  0.33
H: 1.873 5.897 -4.846  0.30
H: 2.170 4.203 -4.859  0.36
C: 1.250 6.375 9.235  -1.38
C: 2.828 6.175 9.205  -0.11
N: 3.285 5.295 8.199  0.16
C: 2.558 4.535 7.346  -0.25
C: 3.443 3.788 6.512  -0.51
N: 4.707 4.112 6.871  0.10
C: 4.599 5.002 7.920  -0.32
C: 5.998 3.617 6.249  -0.74
H: 0.668 5.495 9.509  0.38
H: 0.916 6.770 8.276  0.42
H: 1.060 7.202 9.919  0.37
H: 3.255 5.755 10.115  0.35
H: 3.341 7.089 8.907  0.32
H: 1.491 4.705 7.324  0.44
H: 3.308 3.116 5.677  0.44
H: 5.431 5.526 8.367  0.40
H: 6.340 4.552 5.804  0.37
H: 5.718 2.933 5.448  0.27
H: 6.720 3.306 7.005  0.31
C: -8.695 2.680 -0.730  -1.30
C: -7.305 2.855 -0.034  -0.23
N: -6.203 2.646 -0.937  0.22
C: -4.875 2.613 -0.588  -0.40
C: -4.045 2.333 -1.678  -0.39
N: -4.874 2.355 -2.778  0.14
C: -6.196 2.553 -2.372  -0.28
C: -4.444 2.243 -4.195  -0.89
H: -8.686 3.423 -1.528  0.37
H: -9.552 2.721 -0.058  0.36
H: -8.855 1.676 -1.122  0.37
H: -7.293 2.111 0.763  0.34
H: -7.195 3.864 0.365  0.34
H: -4.587 2.739 0.445  0.44
H: -2.972 2.232 -1.614  0.49
H: -7.070 2.631 -3.002  0.38
H: -5.107 1.557 -4.722  0.34
H: -3.482 1.752 -4.342  0.33
H: -4.485 3.226 -4.663  0.35
Cl: 1.409 -0.365 1.006  -1.00

Molecular formula: C41H46AsN5O3SbScSe4
Method: DFT, ωB97M-V with the def2-TZVPD basis set

The value obtained for the energy above the lowest of the compared OMol25 structures with the same formula, charge and spin is 0.660 eV. The value obtained for the total energy is -406326.1116 eV. Its total charge is -2. For the HOMO-LUMO gap, the calculation gives 4.38 eV. The value obtained for the max |F| is 3.11 eV/Å. The HOMO energy is -1.0 eV.

Each line ends with the Mulliken charge.
Positions of all 102 atoms, in Å:
Sc: 0.714 1.103 -0.245  -1.05
C: -1.129 4.181 1.457  -1.37
N: -1.654 3.396 0.336  1.50
C: -1.783 4.221 -0.869  -1.27
C: -0.474 4.851 -1.347  0.34
C: 0.265 4.157 -2.486  -1.13
N: 0.286 2.692 -2.465  0.90
C: 0.210 2.145 -3.603  -0.96
C: 0.446 0.718 -3.924  1.09
C: 0.046 0.290 -5.188  -0.37
C: 0.248 -1.007 -5.640  -1.06
C: 0.926 -1.890 -4.794  -0.52
C: 1.354 -1.490 -3.542  -0.24
C: 1.119 -0.180 -3.052  -0.26
O: 1.493 0.153 -1.859  -0.44
C: -2.959 2.850 0.711  -2.03
C: -2.923 1.362 0.982  0.60
C: -1.985 0.885 2.078  -1.04
N: -0.538 0.972 1.814  2.58
C: 0.178 1.233 2.844  -1.28
C: 1.630 1.147 2.972  1.40
C: 2.213 1.823 4.048  -0.69
C: 3.581 1.903 4.185  -1.02
C: 4.381 1.239 3.251  -0.62
C: 3.824 0.515 2.217  -0.67
C: 2.442 0.505 2.017  -0.26
O: 1.904 -0.068 0.950  0.24
H: -1.644 5.153 1.536  0.34
H: -0.064 4.375 1.386  -0.07
H: -1.294 3.625 2.383  0.51
H: -2.521 5.021 -0.676  0.72
H: -2.208 3.585 -1.656  0.14
H: 0.201 4.972 -0.501  -0.52
H: -0.677 5.866 -1.694  0.40
H: 1.302 4.503 -2.449  -0.18
H: -0.147 4.490 -3.451  0.58
H: 0.010 2.767 -4.490  0.13
H: -0.445 1.014 -5.835  0.46
H: -0.074 -1.311 -6.628  0.35
H: 1.132 -2.903 -5.123  0.43
H: 1.880 -2.177 -2.893  0.46
H: -3.690 3.045 -0.081  0.46
H: -3.337 3.372 1.602  0.44
H: -2.662 0.839 0.062  -0.85
H: -3.934 1.040 1.264  0.68
H: -2.211 -0.180 2.209  -0.35
H: -2.217 1.372 3.034  0.77
H: -0.337 1.532 3.765  0.08
H: 1.564 2.346 4.744  0.34
H: 4.030 2.515 4.955  0.36
H: 5.458 1.337 3.311  0.46
H: 4.444 0.039 1.468  0.35
C: 1.447 -2.286 5.171  -0.69
C: 2.356 -2.524 4.151  -0.43
C: 1.942 -2.527 2.823  -0.21
C: 0.613 -2.292 2.497  0.28
C: -0.299 -2.078 3.529  -0.33
C: 0.112 -2.069 4.855  -0.67
As: -0.029 -2.080 0.644  1.73
C: 1.217 -3.281 -0.285  0.56
C: 0.837 -4.499 -0.843  -0.66
C: 1.758 -5.276 -1.541  -0.69
C: 3.069 -4.842 -1.684  -0.71
C: 3.447 -3.613 -1.151  -1.01
C: 2.527 -2.826 -0.471  -0.43
C: -1.564 -3.320 0.904  -0.04
C: -1.514 -4.505 1.647  -0.24
C: -2.662 -5.254 1.866  -0.71
C: -3.886 -4.829 1.351  -0.52
C: -3.949 -3.660 0.608  -0.59
C: -2.791 -2.913 0.389  -0.44
H: 1.779 -2.255 6.202  0.35
H: 3.403 -2.685 4.380  0.41
H: 2.677 -2.686 2.046  0.16
H: -1.349 -1.921 3.304  0.23
H: -0.611 -1.878 5.639  0.39
H: -0.183 -4.851 -0.742  0.35
H: 1.446 -6.220 -1.972  0.41
H: 3.789 -5.450 -2.218  0.36
H: 4.459 -3.250 -1.282  0.46
H: 2.798 -1.837 -0.116  0.40
H: -0.569 -4.838 2.059  0.43
H: -2.607 -6.167 2.448  0.38
H: -4.785 -5.407 1.533  0.35
H: -4.895 -3.321 0.204  0.41
H: -2.848 -1.997 -0.188  0.14
C: -3.496 0.589 -4.083  -1.17
N: -2.721 0.921 -2.912  -0.12
C: -1.876 0.070 -2.284  -0.82
N: -1.887 -1.238 -2.690  -0.24
O: -1.194 0.457 -1.337  1.74
H: -4.201 1.395 -4.275  0.40
H: -4.073 -0.322 -3.916  0.31
H: -2.872 0.454 -4.972  0.29
H: -2.565 1.886 -2.665  0.33
H: -2.046 -1.406 -3.672  0.34
H: -1.091 -1.750 -2.333  -0.06
Se: 5.563 4.321 1.418  -0.74
Sb: 3.412 5.019 0.481  0.70
Se: 2.044 2.870 0.148  0.28
Se: 1.963 6.263 2.031  -0.78
Se: 3.532 5.964 -1.787  -0.76

> Which of these has the lowest HOMO?

C36H66ClN12

> HOMO of number 5 (C41H46AsN5O3SbScSe4)?

-1.0 eV